# 1
38
Properties=species:S:1:pos:R:3 method="wB97M-V/def2-TZVPD" de_lowest_ev=0.774 molar_mass_g_mol=472.71 charge=+2 multiplicity=1 lumo_energy_ev="-7.6 / -7.6"
Pd 1.359 -0.673 0.254
C -0.400 -1.053 -3.691
C 0.380 -0.738 -2.458
N 0.271 -1.326 -1.323
N -0.669 -2.308 -1.103
C -0.682 -2.903 0.101
N -1.698 -3.704 0.379
S 0.585 -2.682 1.212
C 1.398 0.331 -2.474
C 1.738 1.010 -3.620
C 2.733 1.985 -3.555
C 3.340 2.241 -2.346
C 2.935 1.524 -1.227
N 1.987 0.593 -1.289
H -1.199 -1.773 -3.545
H 0.274 -1.465 -4.446
H -0.843 -0.144 -4.098
H -1.355 -2.516 -1.812
H -2.387 -3.976 -0.305
H -1.690 -4.213 1.251
H 1.250 0.792 -4.559
H 3.021 2.527 -4.447
H 4.119 2.986 -2.251
H 3.378 1.702 -0.257
C -3.403 1.163 3.432
C -1.913 1.038 3.234
C -1.012 1.256 4.268
C 0.354 1.104 4.064
C 0.728 0.731 2.800
Br 2.558 0.363 2.354
N -0.072 0.531 1.773
C -1.384 0.681 1.999
H -3.639 1.538 4.426
H -3.891 0.195 3.316
H -3.839 1.843 2.700
H -1.372 1.549 5.247
H 1.074 1.267 4.853
H -2.035 0.525 1.145

# 2
49
Properties=species:S:1:pos:R:3 method="wB97M-V/def2-TZVPD" smiles="CCOC(CC(=O)NNC(=O)c1c(-c2c(Cl)cccc2Cl)noc1C)OCC" de_lowest_ev=0.000 molar_mass_g_mol=430.29 multiplicity=1 lumo_energy_ev=0.7
C 2.465 1.747 -2.201
C 3.434 1.188 -1.164
O 2.757 0.629 -0.037
C 2.849 -0.767 0.130
O 4.159 -1.240 0.081
C 4.921 -1.107 1.272
C 5.370 0.318 1.574
H 5.959 0.708 0.748
H 4.510 0.964 1.730
H 5.979 0.318 2.474
H 4.340 -1.503 2.117
H 5.788 -1.751 1.106
C 2.045 -1.561 -0.916
C 0.548 -1.362 -0.792
O -0.267 -2.268 -0.797
N 0.174 -0.066 -0.737
N -1.168 0.233 -0.533
C -1.541 1.440 -0.053
O -0.748 2.360 0.064
C -2.973 1.542 0.263
C -3.686 2.704 0.464
O -4.955 2.394 0.745
N -5.109 1.051 0.750
C -3.951 0.518 0.469
C -3.766 -0.938 0.421
C -2.960 -1.587 1.360
C -2.767 -2.957 1.319
C -3.385 -3.699 0.328
C -4.193 -3.086 -0.612
C -4.383 -1.714 -0.560
Cl -5.364 -0.942 -1.746
H -4.673 -3.659 -1.388
H -3.230 -4.765 0.286
H -2.132 -3.430 2.050
Cl -2.180 -0.649 2.584
C -3.276 4.123 0.404
H -3.753 4.615 -0.443
H -3.587 4.638 1.311
H -2.197 4.172 0.298
H -1.761 -0.589 -0.571
H 0.818 0.684 -0.485
H 2.373 -1.269 -1.915
H 2.263 -2.621 -0.786
H 2.414 -0.935 1.131
H 4.051 2.004 -0.772
H 4.095 0.434 -1.601
H 1.897 0.958 -2.686
H 1.772 2.437 -1.726
H 3.027 2.286 -2.959

# 3
104
Properties=species:S:1:pos:R:3 method="wB97M-V/def2-TZVPD" molar_mass_g_mol=1142.98 multiplicity=1 lumo_energy_ev=-4.6
C -0.495 -2.035 -5.352
C 0.551 -2.016 -4.123
C -0.185 -1.664 -2.735
C 0.480 -0.495 -1.897
C -0.392 0.858 -1.843
C -1.750 0.786 -1.090
C -2.745 -0.399 -1.285
C -2.411 -1.722 -0.353
O -2.666 -2.936 -1.024
C -2.254 -3.988 -0.077
N 0.446 2.076 -1.478
C -0.333 3.209 -0.912
P -1.053 3.317 0.774
O -0.720 2.321 1.844
O -0.900 4.861 1.477
O -2.772 3.189 0.601
S 0.954 2.770 -3.106
C 2.082 1.866 -4.218
O -0.256 3.127 -3.963
O 1.622 4.124 -2.988
C 1.653 1.617 -0.653
P 2.867 2.901 -0.029
O 3.878 3.444 -1.305
O 4.159 2.150 0.875
S 2.337 4.463 0.908
C 1.270 0.363 0.262
C 1.996 0.068 1.607
C 1.209 -1.202 2.213
C 1.890 1.194 2.738
C 0.856 0.978 3.922
N 1.191 -0.823 -0.660
C 2.548 -1.378 -0.782
C 2.942 -2.295 -1.985
N 2.173 -3.582 -1.915
H -1.522 -2.314 -4.980
H -0.125 -2.812 -6.081
H -0.492 -1.037 -5.889
H 0.982 -3.060 -4.113
H 1.334 -1.268 -4.412
H -0.393 -2.588 -2.131
H -1.144 -1.228 -3.174
H 1.336 -0.221 -2.610
H -0.701 0.895 -2.939
H -1.685 0.857 0.056
H -2.391 1.685 -1.379
H -3.775 -0.014 -0.849
H -3.005 -0.680 -2.344
H -3.073 -1.706 0.631
H -1.340 -1.595 -0.001
H -2.949 -3.913 0.817
H -2.311 -5.002 -0.562
H -1.219 -3.751 0.315
H -1.212 3.377 -1.624
H 0.193 4.219 -0.993
H -0.591 5.477 0.783
H -3.140 3.135 1.506
H 2.967 1.360 -3.735
H 2.456 2.608 -5.131
H 1.501 1.030 -4.734
H 2.367 1.212 -1.463
H 4.570 3.983 -0.871
H 4.279 1.277 0.434
H 0.205 0.399 0.662
H 3.123 -0.215 1.518
H 0.088 -0.997 2.267
H 1.648 -1.559 3.176
H 1.265 -2.099 1.519
H 2.899 1.273 3.245
H 1.686 2.236 2.365
H 1.224 0.175 4.624
H 0.883 1.929 4.545
H -0.211 0.833 3.604
H 2.912 -2.011 0.125
H 3.320 -0.513 -0.776
H 4.026 -2.598 -1.790
H 2.961 -1.822 -3.004
H 2.389 -4.081 -2.783
H 2.606 -4.079 -1.119
N -5.784 -3.138 1.212
C -5.529 -3.224 2.559
C -6.728 -3.368 3.205
C -7.746 -3.375 2.216
C -7.135 -3.234 0.996
H -5.090 -3.024 0.495
H -4.519 -3.174 2.937
H -6.861 -3.460 4.271
H -8.807 -3.473 2.380
H -7.541 -3.192 -0.003
Br 3.612 -3.583 1.193
O 5.313 1.128 3.871
S 6.192 2.321 3.950
O 6.854 2.354 5.244
O 5.362 3.582 3.804
O 7.190 2.241 2.873
Al -3.578 -0.109 0.834
Br 3.868 2.780 -5.645
Ca 5.497 0.230 2.223
N -4.640 1.097 4.757
O -4.324 2.152 4.158
O -4.658 0.012 4.128
O -4.940 1.124 5.953
Br 3.440 -1.016 4.840
Cl 5.798 4.408 1.789
Li -5.363 1.997 -0.391

# 4
55
Properties=species:S:1:pos:R:3 method="wB97M-V/def2-TZVPD" smiles="Cc1ccn([C@H](C)C(=O)N[C@H](CNC(=O)c2nc(C)ncc2Cl)CC(C)C)n1" de_lowest_ev=1.607 molar_mass_g_mol=406.92 multiplicity=1 lumo_energy_ev=-0.3
C -2.065 -2.501 -1.939
C -2.269 -1.363 -0.990
C -3.056 -1.314 0.173
C -2.872 -0.048 0.680
N -2.034 0.585 -0.176
C -1.449 1.906 -0.021
C -1.577 2.720 -1.305
C 0.000 1.819 0.450
O 0.374 2.456 1.426
N 0.789 1.007 -0.268
C 2.152 0.653 0.073
C 2.211 -0.047 1.433
N 1.084 -0.924 1.626
C 0.849 -1.998 0.858
O 1.643 -2.413 0.029
C -0.510 -2.617 1.070
N -1.248 -2.058 2.033
C -2.474 -2.531 2.228
C -3.298 -1.887 3.302
N -3.048 -3.525 1.550
C -2.307 -4.081 0.601
C -1.017 -3.665 0.310
Cl -0.181 -4.475 -0.963
C 3.121 1.831 0.010
C 3.120 2.594 -1.313
C 3.489 1.704 -2.498
C 4.054 3.797 -1.225
N -1.653 -0.208 -1.189
H -2.605 -3.390 -1.616
H -2.411 -2.246 -2.941
H -1.010 -2.765 -2.012
H -3.662 -2.106 0.581
H -3.245 0.447 1.560
H -1.995 2.408 0.774
H -1.139 3.710 -1.177
H -1.072 2.231 -2.137
H -2.626 2.845 -1.576
H 0.335 0.472 -0.997
H 2.457 -0.085 -0.668
H 3.135 -0.624 1.498
H 2.219 0.681 2.242
H 0.339 -0.636 2.243
H -4.210 -1.471 2.872
H -3.590 -2.630 4.044
H -2.748 -1.092 3.798
H -2.758 -4.891 0.041
H 2.880 2.529 0.817
H 4.133 1.462 0.213
H 2.107 2.975 -1.483
H 4.473 1.249 -2.359
H 2.765 0.900 -2.644
H 3.518 2.281 -3.424
H 5.088 3.485 -1.058
H 4.028 4.381 -2.146
H 3.768 4.460 -0.406

# 5
75
Properties=species:S:1:pos:R:3 method="wB97M-V/def2-TZVPD" smiles="C=C[C@@H]1COC(=O)[C@@H]1CC(=O)OC(C)=O.COCCNCCOC.COCCNCCOC" de_lowest_ev=8.170 molar_mass_g_mol=478.58 multiplicity=1 lumo_energy_ev=-0.9
C 1.570 -5.435 3.762
C 0.259 -5.199 4.301
C -0.782 -4.091 3.854
C -1.416 -4.097 2.389
O -2.263 -2.884 2.464
C -1.924 -1.996 3.582
O -2.600 -1.111 4.120
C -0.424 -2.538 3.946
C 0.435 -1.816 2.804
C 1.892 -2.401 2.561
O 2.165 -2.877 1.428
O 2.859 -2.387 3.600
C 4.189 -2.496 3.073
C 4.954 -3.887 3.179
O 4.745 -1.512 2.558
H 2.460 -5.109 4.420
H 1.822 -5.940 2.776
H -0.091 -5.928 5.124
H -1.667 -4.210 4.588
H -2.187 -4.944 2.286
H -0.767 -3.886 1.479
H -0.046 -2.255 4.987
H -0.073 -1.739 1.786
H 0.582 -0.726 3.158
H 4.943 -4.413 2.164
H 6.021 -3.658 3.523
H 4.476 -4.522 3.992
C -4.304 0.552 -4.064
O -4.312 1.401 -2.928
C -5.465 1.219 -2.101
C -5.058 0.627 -0.752
N -4.624 -0.763 -0.894
C -3.989 -1.304 0.310
C -2.658 -0.673 0.744
O -1.587 -0.907 -0.168
C -1.494 0.034 -1.228
H -3.460 0.837 -4.694
H -4.175 -0.493 -3.769
H -5.225 0.666 -4.645
H -6.232 0.612 -2.591
H -5.888 2.214 -1.931
H -5.913 0.669 -0.069
H -4.258 1.252 -0.342
H -3.960 -0.824 -1.658
H -3.809 -2.366 0.118
H -4.699 -1.252 1.143
H -2.361 -1.160 1.676
H -2.751 0.393 0.978
H -1.843 1.028 -0.938
H -2.046 -0.327 -2.100
H -0.444 0.111 -1.519
C 5.315 3.741 -3.075
O 4.658 3.634 -1.823
C 4.160 4.885 -1.343
C 2.632 4.875 -1.327
N 2.090 4.888 -2.686
C 0.649 4.628 -2.745
C 0.167 3.238 -2.302
O 0.594 2.182 -3.159
C 1.875 1.653 -2.848
H 5.762 2.772 -3.307
H 4.606 3.991 -3.868
H 6.112 4.490 -3.036
H 4.549 5.731 -1.918
H 4.518 4.990 -0.314
H 2.272 5.756 -0.787
H 2.310 3.981 -0.781
H 2.562 4.180 -3.236
H 0.350 4.770 -3.788
H 0.125 5.393 -2.162
H -0.926 3.243 -2.362
H 0.408 3.019 -1.257
H 2.101 1.706 -1.780
H 2.647 2.165 -3.429
H 1.886 0.603 -3.149

# 6
17
Properties=species:S:1:pos:R:3 method="wB97M-V/def2-TZVPD" de_lowest_ev=5.889 molar_mass_g_mol=128.13 multiplicity=1 lumo_energy_ev="-0.5 / -0.5"
C -1.277 2.072 -0.841
C -0.017 -0.744 0.584
C 1.213 -0.532 0.164
C -1.084 0.150 0.662
C 2.165 -1.583 0.375
N -0.784 1.478 0.343
N -2.028 -0.094 -1.276
O -1.293 3.220 -1.219
O -1.852 1.219 -1.624
H -0.207 -1.655 1.314
H 1.636 0.360 -0.293
H -1.885 0.014 1.350
H 2.485 -1.973 -0.652
H 3.045 -0.971 0.923
H 1.751 -2.409 0.903
H -0.506 2.063 1.145
H -1.363 -0.614 -1.859

Listing strongest force on any atom for the structures above in their given order: 0.0325; 0.0264; 0.2083; 0.0350; 0.0913; 0.0876 Eh/bohr.